Entry 1:
The following is a quantum chemistry calculation of a structure of composition C9H11N2O10P2W in a non-equilibrium geometry, from the OMol25 dataset.

Calculated values
E_LUMO   -5.291 eV
Total charge   +1
F_max   1.3 eV/A
E   -53370.551 eV
Gap between HOMO and LUMO   7.945 eV
Energy relative to the best compared isomer or geometry (same formula, charge and spin)   0.0 kcal per mole

XYZ file:
```
35
Properties=species:S:1:pos:R:3:forces:R:3
W -0.2312 -0.1265 -0.1832 0.527 0.007 1.199
O -3.6020 0.3418 1.9698 0.057 0.032 0.027
C -2.4567 0.3605 1.6863 -0.321 -0.006 -0.089
O -2.0092 0.1898 0.3784 0.376 -0.008 -0.210
C -1.2903 0.5456 2.6007 0.258 0.110 -0.086
C -1.2920 0.8678 3.9424 -0.085 -0.044 0.033
C -0.0579 0.9915 4.5773 0.039 -0.009 -0.050
C 1.1269 0.7893 3.8746 0.023 0.072 0.076
C 1.0309 0.4657 2.5353 -0.173 -0.150 -0.059
N -0.1489 0.3627 1.9518 -0.094 -0.097 -0.149
C 2.1333 0.1510 1.5679 0.283 -0.069 -0.131
O 3.2957 0.2960 1.7527 -0.049 -0.039 0.087
O 1.6101 -0.3378 0.4101 -0.177 0.197 -0.188
H -2.2247 1.0123 4.4695 -0.006 -0.002 -0.015
H -0.0204 1.2440 5.6281 -0.001 0.001 0.001
H 2.0952 0.8774 4.3470 0.009 -0.008 -0.022
N 1.9436 -0.4100 -2.3512 0.000 -0.002 0.008
C 0.4961 0.0049 -2.3496 -0.203 0.060 -0.013
C -0.1490 -0.6344 -3.5722 -0.049 0.031 -0.028
P 0.1751 1.7763 -2.1338 -0.191 -0.136 -0.265
O -1.4251 1.5323 -2.1779 -0.061 0.191 -0.174
O 0.7294 2.8498 -2.9404 0.046 0.003 0.001
O 0.4060 1.7249 -0.5689 -0.222 0.133 0.095
P -0.3284 -2.3888 -0.9190 0.218 -0.155 -0.175
O -1.7123 -2.9495 -1.4118 -0.021 -0.027 0.028
O 0.8074 -2.9488 -1.6639 -0.001 0.006 0.066
O -0.3010 -2.0904 0.5928 -0.312 -0.117 0.017
H 2.4000 -0.1705 -3.2347 -0.014 0.020 -0.006
H 1.9414 -1.4425 -2.2308 0.028 0.003 0.010
H 2.4782 -0.0094 -1.5760 0.000 0.001 0.001
H 0.1930 -0.1381 -4.4858 0.010 -0.003 0.002
H -1.2301 -0.5328 -3.5371 0.001 -0.003 0.004
H 0.0941 -1.6942 -3.6455 0.000 0.001 0.008
H -2.0072 2.2489 -2.4629 0.110 0.054 -0.013
H -2.4700 -2.7585 -0.8403 -0.005 -0.042 0.011
```
Forces are in eV/Å.

Entry 2:
The following is a quantum chemistry calculation of the ion C9H11N2O2 with charge +1 in a non-equilibrium geometry, from the OMol25 dataset.

Calculated values
SMILES   C=[N+]1C(=O)[C@H]2CC=CC[C@@]2(N)C1=O
E_LUMO   -6.642 eV
Total charge   +1
F_max   5.8 eV/A
E   -16577.079 eV
Gap between HOMO and LUMO   6.228 eV
Energy relative to the best compared isomer or geometry (same formula, charge and spin)   58.4 kcal per mole

XYZ file:
```
24
Properties=species:S:1:pos:R:3:forces:R:3
C 1.8442 -1.0092 -0.9442 -2.749 4.984 1.073
C 1.5579 0.1788 -1.5397 -0.943 -1.512 2.633
C -0.9716 -1.3286 0.5945 0.431 -0.268 0.649
C -1.3513 0.8884 -0.0472 1.377 1.133 0.594
C -2.8739 -0.7406 -0.8893 1.878 -0.342 1.054
C 1.4613 -1.2559 0.5129 2.762 -3.981 -2.111
C 0.9917 1.2813 -0.6998 1.719 0.558 2.293
C 0.2430 -0.5497 1.0179 0.508 -1.490 1.556
C 0.0715 0.8763 0.5434 -0.172 -0.709 -1.503
N -1.9090 -0.3828 -0.0934 -1.017 -4.304 -0.762
N 0.1847 1.7288 1.6405 0.068 1.656 1.669
O -1.2424 -2.4537 0.8030 -0.525 -0.224 -0.424
O -1.9831 1.7811 -0.4427 -1.218 2.638 -0.837
H 2.4596 -1.5590 -1.4977 2.179 -3.247 -1.685
H 1.7774 0.4436 -2.5323 0.551 -0.011 -1.147
H -3.3554 0.0822 -1.3223 -1.010 0.998 -0.883
H -3.0616 -1.7837 -1.1750 -0.006 0.308 0.660
H 1.3758 -2.4350 0.5074 -0.509 2.174 0.560
H 2.4115 -1.1808 1.0874 -0.891 0.675 0.182
H 1.9600 1.7898 -0.2498 -2.055 -0.577 -0.654
H 0.4358 2.0016 -1.2566 -0.147 0.710 -0.441
H 0.3644 -0.7420 2.1574 -0.774 1.003 -1.595
H 0.1269 2.7080 1.4509 0.459 0.717 -0.790
H -0.5173 1.6612 2.3747 0.086 -0.888 -0.090
```
Forces are in eV/Å.

Entry 3:
The following is a quantum chemistry calculation of the ion C9H11N2S with charge +1 in a non-equilibrium geometry, from the OMol25 dataset.

Calculated values
E_LUMO   -5.769 eV
Total charge   +1
F_max   4.3 eV/A
E   -23315.187 eV
Gap between HOMO and LUMO   6.638 eV
Energy relative to the best compared isomer or geometry (same formula, charge and spin)   105.8 kcal per mole

XYZ file:
```
23
Properties=species:S:1:pos:R:3:forces:R:3
C 0.2141 -0.5112 -0.3196 -0.067 -1.040 0.409
C -0.4485 0.4859 0.4707 -0.395 -0.812 0.825
C -0.3171 -1.8758 -0.0737 1.396 3.529 -0.651
C -1.5053 -0.0481 1.1476 0.809 2.427 0.332
C 1.2604 -0.0129 -1.0297 -0.543 2.824 1.480
C 0.2358 1.7821 0.4813 -1.922 1.478 -0.690
C 0.2244 -3.0498 -0.7316 2.130 -1.076 3.356
C 2.2650 -0.5103 -1.9114 -0.609 1.693 -2.381
C -0.3614 3.0693 1.0840 -3.294 -2.243 -0.884
N 1.2144 2.0203 -0.2694 0.712 -3.994 -1.492
N -2.4129 0.5694 1.9780 0.654 -1.793 -0.333
S -1.5902 -1.7697 1.0219 0.373 -0.856 -0.620
H -0.3080 -3.8756 -0.3188 0.162 -1.182 0.450
H -0.0737 -3.0637 -1.6882 -0.752 0.242 -3.911
H 1.3790 -3.1963 -0.6643 -2.140 0.445 0.034
H 1.8905 -1.2417 -2.5853 -0.088 -2.065 0.369
H 3.1279 -0.6152 -1.3180 1.420 -0.919 0.490
H 2.5623 0.1302 -2.7820 -0.119 0.796 1.285
H -1.5286 3.0963 1.1843 2.178 -0.371 -0.268
H -0.1201 3.8673 0.4757 0.582 1.599 -1.369
H 0.0501 3.2393 1.9957 1.061 0.471 2.934
H -2.5610 1.5540 1.9026 -0.173 0.250 -0.143
H -3.1971 -0.0434 1.9501 -1.376 0.597 0.779
```
Forces are in eV/Å.

Entry 4:
The following is a quantum chemistry calculation of the molecule C9H11N3 in a non-equilibrium geometry, from the OMol25 dataset.

Calculated values
E_LUMO (spin up / spin down)   0.040 / 0.127 eV
F_max   5.1 eV/A
E   -13975.018 eV
Gap between HOMO and LUMO (spin up / spin down)   7.933 / 7.998 eV
Energy relative to the best compared isomer or geometry (same formula, charge and spin)   167.9 kcal per mole

XYZ file:
```
23
Properties=species:S:1:pos:R:3:forces:R:3
C 5.0508 0.3944 -0.0659 -0.219 0.472 -0.749
C -0.7171 -1.9862 0.1902 1.795 1.668 -1.719
C 1.4379 -0.5085 -0.2433 -3.153 -0.975 -0.625
C -0.6204 0.5157 0.0722 -1.399 0.077 0.232
C -0.8411 -3.2769 -0.0446 1.416 -1.860 1.790
C -1.2485 1.7227 0.1883 -2.326 -4.505 -0.183
C -2.7518 1.9277 0.2883 -0.671 0.424 2.079
C 3.6059 0.5543 -0.0434 0.847 0.350 -0.335
C 2.8740 -0.7453 -0.2854 -1.281 1.650 0.890
N 6.1831 0.4127 -0.2179 0.747 -0.288 0.178
N 0.7227 0.4900 -0.1832 1.444 0.119 0.272
N -1.3144 -0.8049 0.1277 3.034 2.029 0.792
H -1.7470 -3.8252 0.2933 0.452 0.302 -0.627
H 0.1557 -3.8881 0.0103 -2.093 1.046 -0.374
H -0.6472 2.5282 0.1195 1.805 2.548 -0.282
H -2.9489 3.0602 0.3239 -0.023 -1.882 0.399
H -3.3104 1.3034 1.1253 1.500 1.713 -0.715
H -3.3736 1.5435 -0.4898 0.174 -0.116 -1.499
H 3.4113 0.9476 0.9127 -0.688 0.272 1.470
H 3.3238 1.4009 -0.6927 0.073 -0.727 -0.247
H 2.8636 -1.4159 0.5212 1.192 -0.979 1.646
H 3.2519 -1.2951 -1.0775 0.309 -0.895 -1.923
H -2.2321 -0.5698 -0.0133 -2.936 -0.442 -0.471
```
Forces are in eV/Å.